Molecular formula: C42H51FN14O5Si2Tl
Method: DFT, ωB97M-V/def2-TZVPD

```
116
Properties=species:S:1:pos:R:3
Tl 0.91 0.81 1.68
C -0.53 4.04 -0.26
O 0.37 2.97 -0.50
C 1.63 3.29 -0.89
C 2.04 4.58 -1.18
C 3.34 4.82 -1.60
C 4.23 3.78 -1.73
C 3.82 2.49 -1.42
C 2.53 2.22 -1.00
N 2.11 0.91 -0.60
N 2.85 0.03 -1.14
C 2.72 -1.31 -1.02
C 1.57 -2.01 -0.53
O 0.55 -1.44 -0.08
C 1.60 -3.47 -0.61
C 2.66 -4.14 -1.08
C 3.83 -3.46 -1.58
C 4.93 -4.18 -2.07
C 6.03 -3.53 -2.57
C 6.05 -2.13 -2.58
C 4.98 -1.41 -2.09
C 3.84 -2.05 -1.57
H -0.68 4.62 -1.17
H -1.46 3.58 0.06
H -0.15 4.69 0.54
H 1.36 5.41 -1.05
H 3.65 5.84 -1.79
H 5.25 3.96 -2.03
H 4.52 1.67 -1.48
H 0.73 -3.98 -0.23
H 2.66 -5.22 -1.09
H 4.89 -5.26 -2.05
H 6.88 -4.09 -2.93
H 6.92 -1.61 -2.97
H 5.01 -0.33 -2.10
C -5.68 -3.40 -0.37
C -5.86 -2.02 0.26
N -4.64 -1.24 0.26
C -3.85 -1.25 1.38
C -2.65 -0.65 1.52
C -1.98 -0.82 2.89
O -2.68 -1.34 3.77
O -0.79 -0.46 2.97
C -2.10 0.07 0.40
O -1.05 0.68 0.31
C -2.96 0.07 -0.82
C -2.48 0.76 -1.93
C -3.23 0.79 -3.07
F -2.80 1.51 -4.15
C -4.45 0.13 -3.16
C -4.93 -0.56 -2.07
C -4.20 -0.58 -0.87
N -5.25 0.16 -4.36
C -6.14 1.30 -4.42
C -7.21 1.05 -5.47
N -6.52 0.78 -6.78
C -5.57 -0.38 -6.68
C -4.55 -0.04 -5.61
H -6.62 -3.96 -0.36
H -4.94 -3.97 0.20
H -5.32 -3.32 -1.40
H -6.17 -2.12 1.30
H -6.65 -1.46 -0.25
H -4.25 -1.76 2.24
H -1.52 1.26 -1.85
H -5.86 -1.09 -2.17
H -5.61 2.24 -4.66
H -6.62 1.44 -3.45
H -7.88 1.89 -5.60
H -7.78 0.15 -5.23
H -5.97 1.62 -7.02
H -7.20 0.64 -7.53
H -5.12 -0.53 -7.66
H -6.17 -1.25 -6.40
H -3.98 0.84 -5.93
H -3.85 -0.87 -5.51
N 0.71 3.31 4.21
C -0.53 3.07 3.62
N -1.67 3.58 4.07
N -2.59 3.10 3.22
N -2.03 2.36 2.32
N -0.70 2.32 2.55
C 1.80 3.60 3.40
N 2.68 4.55 3.68
N 3.55 4.50 2.66
N 3.20 3.59 1.82
N 2.08 2.97 2.26
H 0.64 3.95 5.00
C 2.84 -2.81 4.85
Si 1.47 -1.72 4.10
C 0.65 -1.01 5.64
C 0.37 -3.00 3.26
C 2.25 -0.28 3.14
Si 4.09 -0.37 2.72
C 4.82 0.73 1.40
C 4.64 -2.11 2.19
C 4.98 0.13 4.31
H 2.38 -3.42 5.63
H 3.65 -2.25 5.30
H 3.27 -3.50 4.11
H 0.36 -1.82 6.31
H -0.23 -0.43 5.39
H 1.36 -0.37 6.18
H 0.82 -3.99 3.32
H 0.20 -2.75 2.22
H -0.60 -3.01 3.76
H 2.17 0.54 3.87
H 4.74 0.26 0.41
H 5.89 0.83 1.62
H 4.40 1.73 1.35
H 3.84 -2.66 1.70
H 5.00 -2.71 3.02
H 5.46 -2.01 1.46
H 4.88 1.21 4.45
H 6.05 -0.11 4.26
H 4.56 -0.36 5.19
```

## Properties
Net charge = -1
Highest occupied orbital energy = -3.9698 eV
Orbital gap = 0.118 hartree
Calculated total energy = -98645.4845 eV
Energy relative to the best compared isomer or geometry (same formula, charge and spin) = 75.6 kJ/mol

=====

Molecular formula: C42H52GeLaN6O8Se2
Method: DFT, ωB97M-V/def2-TZVPD

```
112
Properties=species:S:1:pos:R:3
La -19.55 2.17 4.10
C -23.70 0.86 4.44
C -22.66 0.03 5.07
N -21.35 0.19 4.93
C -20.74 -0.88 5.58
C -21.75 -1.69 6.20
N -22.93 -1.07 5.79
C -21.82 -2.86 7.06
O -20.65 -3.44 7.41
O -22.90 -3.33 7.43
C -19.26 -1.00 5.49
O -18.67 -1.91 6.07
O -18.72 -0.09 4.75
H -23.27 1.86 4.21
H -24.62 0.92 5.03
H -23.98 0.42 3.45
H -23.87 -1.37 6.13
H -19.85 -3.03 6.95
C -21.17 4.72 0.64
Se -19.34 4.04 0.92
C -19.19 2.39 -0.16
C -20.40 1.52 -0.38
Se -20.96 0.42 1.21
C -19.86 -1.22 1.10
H -21.46 4.63 -0.39
H -21.19 5.76 0.98
H -21.83 4.14 1.28
H -18.42 1.86 0.40
H -18.78 2.81 -1.09
H -20.28 0.76 -1.18
H -21.28 2.12 -0.59
H -20.26 -1.79 0.29
H -20.00 -1.71 2.07
H -18.85 -0.91 0.94
O -19.66 4.56 4.56
C -20.93 4.51 4.80
O -21.68 3.56 4.41
C -21.52 5.73 5.61
C -22.66 5.34 6.59
Ge -24.64 5.60 6.06
C -24.71 7.50 5.71
C -25.24 8.01 4.53
C -25.15 9.37 4.23
C -24.49 10.23 5.10
C -24.00 9.74 6.30
C -24.11 8.37 6.61
C -25.37 4.57 4.53
C -26.46 3.73 4.68
C -26.93 3.02 3.61
C -26.40 3.19 2.34
C -25.32 4.02 2.18
C -24.77 4.67 3.28
C -25.85 5.24 7.60
C -26.57 6.24 8.20
C -27.42 5.96 9.27
C -27.51 4.68 9.81
C -26.79 3.66 9.18
C -25.99 3.93 8.09
H -21.78 6.49 4.83
H -20.66 6.17 6.15
H -22.60 5.87 7.57
H -22.68 4.25 6.81
H -25.80 7.34 3.85
H -25.61 9.71 3.32
H -24.44 11.30 4.85
H -23.46 10.36 7.01
H -23.79 8.04 7.59
H -26.89 3.63 5.67
H -27.73 2.28 3.78
H -26.83 2.68 1.46
H -24.86 4.10 1.21
H -23.82 5.20 3.14
H -26.44 7.28 7.91
H -27.95 6.80 9.71
H -28.18 4.48 10.65
H -26.85 2.64 9.60
H -25.43 3.09 7.65
C -16.50 4.44 7.72
N -17.75 3.72 7.88
C -18.40 3.79 9.08
C -19.57 3.11 9.21
C -20.05 2.32 8.14
N -19.42 2.36 6.93
C -18.25 3.03 6.79
O -17.64 3.05 5.72
N -21.13 1.58 8.34
H -16.48 5.23 8.48
H -16.47 4.85 6.70
H -15.63 3.78 7.86
H -17.97 4.50 9.77
H -20.14 3.21 10.15
H -21.54 1.52 9.27
H -21.41 0.94 7.58
O -17.59 1.93 2.92
C -16.38 1.60 3.16
C -15.25 2.39 2.61
C -14.44 3.22 3.64
C -13.54 2.42 4.59
C -14.18 1.24 5.29
C -14.77 0.16 4.36
N -16.10 0.51 3.89
H -15.63 3.02 1.81
H -14.52 1.66 2.12
H -15.16 3.85 4.19
H -13.81 3.93 3.11
H -13.14 3.09 5.38
H -12.66 2.04 4.04
H -14.96 1.54 6.01
H -13.40 0.75 5.91
H -14.82 -0.79 4.92
H -14.09 -0.07 3.49
H -16.93 0.08 4.33
```

## Properties
Net charge = +1
Highest occupied orbital energy = -10.8149 eV
Orbital gap = 0.308 hartree
Calculated total energy = -257790.5946 eV
Energy relative to the best compared isomer or geometry (same formula, charge and spin) = 68.7 kJ/mol

=====

Molecular formula: C42H53N10O17
Method: DFT, ωB97M-V/def2-TZVPD

```
122
Properties=species:S:1:pos:R:3
N -44.54 -53.53 8.42
O -45.09 -54.67 8.11
O -43.59 -53.50 9.16
O -45.01 -52.52 7.95
C -47.45 -52.41 10.44
C -49.03 -52.42 10.84
C -49.31 -52.23 12.29
C -48.18 -51.94 13.41
C -46.80 -51.88 13.01
C -46.42 -52.15 11.51
N -48.69 -51.80 14.76
O -47.77 -52.05 15.65
O -49.67 -51.18 15.05
H -47.11 -52.44 9.55
H -49.66 -52.70 10.08
H -50.24 -52.21 12.62
H -46.11 -51.57 13.70
H -45.39 -52.16 11.09
C -48.10 -52.52 5.70
C -49.32 -51.67 5.18
C -50.60 -52.00 5.82
C -50.74 -52.67 7.21
C -49.48 -53.54 7.56
C -48.20 -53.40 6.77
N -52.04 -52.71 7.93
O -53.10 -52.11 7.43
O -52.08 -53.01 9.05
H -47.09 -52.36 5.31
H -49.10 -51.05 4.35
H -51.28 -51.46 5.28
H -49.71 -54.19 8.46
H -47.22 -53.80 7.21
C -47.25 -57.09 12.17
C -46.87 -56.14 11.04
C -47.71 -56.22 9.64
C -48.87 -57.25 9.58
C -49.10 -58.16 10.69
C -48.20 -58.05 12.03
N -49.60 -57.45 8.38
O -50.78 -57.95 8.52
O -49.13 -57.02 7.36
H -46.72 -57.10 13.11
H -46.16 -55.60 11.24
H -47.46 -55.64 8.79
H -49.82 -58.79 10.66
H -48.61 -58.65 12.75
C -43.97 -49.02 10.72
C -43.35 -50.36 10.34
C -42.84 -51.26 11.46
C -43.06 -50.97 12.96
C -43.91 -49.73 13.19
C -44.21 -48.73 12.09
N -42.80 -51.92 14.00
O -43.16 -51.67 15.26
O -42.50 -53.09 13.54
H -44.49 -48.57 9.85
H -43.30 -50.70 9.28
H -42.19 -52.18 11.24
H -44.31 -49.69 14.28
H -44.91 -47.75 12.22
C -44.59 -54.09 2.85
C -44.38 -53.46 4.27
C -44.23 -51.99 4.37
C -43.98 -51.22 3.01
C -44.23 -51.95 1.75
C -44.65 -53.36 1.75
N -43.59 -49.77 3.16
O -44.05 -49.05 4.12
O -43.21 -49.23 2.06
H -44.44 -55.28 2.78
H -44.66 -53.97 5.17
H -44.32 -51.39 5.27
H -44.19 -51.38 0.80
H -44.88 -54.00 0.68
C -46.83 -47.27 8.74
O -46.63 -46.09 9.00
N -46.16 -48.05 7.83
C -46.37 -49.42 7.67
C -44.94 -47.47 7.20
H -47.50 -47.64 9.33
H -46.41 -49.84 6.65
H -47.40 -49.71 7.85
H -45.66 -50.05 8.29
H -44.90 -47.22 6.06
H -44.02 -48.06 7.12
H -44.69 -46.35 7.73
C -43.46 -57.10 10.96
O -43.61 -57.61 12.08
N -42.36 -57.49 10.25
C -42.19 -56.93 8.91
C -41.49 -58.58 10.65
H -44.01 -56.42 10.54
H -41.73 -55.83 9.04
H -43.20 -57.02 8.56
H -41.59 -57.56 8.35
H -40.67 -58.66 9.92
H -42.01 -59.66 10.75
H -41.03 -58.51 11.65
C -47.16 -59.92 7.21
O -47.56 -60.77 7.94
N -46.12 -59.19 7.51
C -45.68 -57.96 6.70
C -45.27 -59.61 8.73
H -47.48 -59.66 6.17
H -44.74 -58.10 6.39
H -45.73 -57.10 7.35
H -46.21 -57.77 5.93
H -44.36 -59.23 8.62
H -45.13 -60.70 8.88
H -45.66 -59.22 9.61
C -38.43 -52.38 6.97
O -37.45 -52.58 6.23
N -39.35 -53.36 7.24
C -40.65 -53.00 7.89
C -39.35 -54.56 6.55
H -38.78 -51.36 7.28
H -41.37 -52.59 7.32
H -40.58 -52.18 8.63
H -41.14 -53.69 8.51
H -40.25 -55.18 6.65
H -38.42 -55.06 6.83
H -39.09 -54.59 5.58
```

## Properties
Net charge = -1
Highest occupied orbital energy = -7.1902 eV
Orbital gap = 0.259 hartree
Calculated total energy = -94084.0338 eV
Energy relative to the best compared isomer or geometry (same formula, charge and spin) = 0.0 kJ/mol

=====

Molecular formula: C42H53N8O5P
Method: DFT, ωB97M-V/def2-TZVPD

```
109
Properties=species:S:1:pos:R:3
C 3.60 -2.14 1.91
C 3.67 -0.53 1.48
O 3.61 -0.36 -0.01
P 2.09 0.50 -0.34
O 2.06 0.75 -1.92
C 0.69 -0.66 0.26
C -0.83 -0.18 -0.12
C -1.92 -0.41 1.10
C -1.57 -0.25 2.71
C -2.71 -0.44 3.92
C -4.25 -0.84 3.52
C -4.62 -1.05 1.93
C -3.48 -0.83 0.74
C -4.24 -1.13 -0.68
O -3.79 -1.06 -1.95
N -5.67 -1.49 -0.25
C -6.04 -1.48 1.22
O -7.19 -1.74 1.86
O 2.21 2.02 0.50
C 0.99 2.34 1.25
C 1.29 3.70 2.19
H 3.12 -2.80 1.07
H 2.87 -2.21 2.85
H 4.65 -2.50 2.29
H 2.75 -0.03 2.03
H 4.64 0.00 1.94
H 0.86 -1.70 -0.30
H 0.83 -0.90 1.41
H -0.82 0.96 -0.45
H -1.18 -0.79 -1.07
H -0.49 0.01 3.09
H -2.37 -0.28 5.04
H -5.07 -0.96 4.37
H -6.28 -0.76 -0.69
H 0.09 2.67 0.54
H 0.68 1.51 2.02
H 2.05 4.43 1.71
H 0.25 4.21 2.48
H 1.70 3.25 3.22
C 9.49 0.10 0.45
C 8.27 0.42 -0.19
C 7.41 0.89 0.77
N 8.07 0.86 1.97
C 9.34 0.39 1.79
H 10.39 -0.30 -0.01
H 8.05 0.32 -1.25
H 6.39 1.25 0.70
H 7.67 1.15 2.86
H 10.02 0.29 2.62
C 10.45 4.71 1.48
C 10.52 3.55 0.67
C 11.53 3.75 -0.25
N 12.07 4.99 -0.02
C 11.42 5.58 1.03
H 9.77 4.89 2.30
H 9.90 2.67 0.74
H 11.90 3.12 -1.04
H 12.83 5.40 -0.55
H 11.71 6.57 1.37
C 3.81 1.96 5.39
C 4.89 2.87 5.50
C 4.74 3.53 6.70
N 3.60 3.06 7.30
C 3.04 2.10 6.51
H 3.62 1.27 4.57
H 5.69 3.02 4.79
H 5.34 4.30 7.16
H 3.25 3.37 8.20
H 2.13 1.59 6.82
C -10.19 -0.47 -2.88
C -10.13 0.84 -2.35
C -9.61 0.75 -1.08
N -9.35 -0.57 -0.82
C -9.70 -1.32 -1.92
H -10.55 -0.76 -3.86
H -10.44 1.75 -2.85
H -9.39 1.51 -0.34
H -8.96 -0.94 0.04
H -9.57 -2.40 -1.91
C -7.95 -6.09 -3.39
C -6.87 -5.18 -3.28
C -7.02 -4.52 -2.08
N -8.16 -4.99 -1.47
C -8.73 -5.96 -2.26
H -8.14 -6.78 -4.21
H -6.07 -5.03 -3.99
H -6.42 -3.75 -1.61
H -8.52 -4.68 -0.58
H -9.63 -6.46 -1.95
C -5.15 1.28 -6.26
C -5.10 2.59 -5.73
C -4.57 2.50 -4.46
N -4.31 1.18 -4.20
C -4.66 0.43 -5.30
H -5.52 0.99 -7.24
H -5.40 3.51 -6.22
H -4.36 3.26 -3.72
H -3.93 0.82 -3.34
H -4.53 -0.64 -5.29
C 0.73 -4.77 -3.01
C -0.25 -4.62 -4.01
C -0.39 -3.27 -4.25
N 0.47 -2.60 -3.42
C 1.17 -3.51 -2.66
H 1.09 -5.70 -2.58
H -0.81 -5.41 -4.50
H -1.03 -2.73 -4.93
H 0.58 -1.60 -3.37
H 1.91 -3.18 -1.95
```

## Properties
Highest occupied orbital energy = -7.9159 eV
Orbital gap = 0.202 hartree
Calculated total energy = -75847.0158 eV
Structure (SMILES) = CCOP(=O)(CCc1cccc2c1C(=O)NC2=O)OCC.c1cc[nH]c1.c1cc[nH]c1.c1cc[nH]c1.c1cc[nH]c1.c1cc[nH]c1.c1cc[nH]c1.c1cc[nH]c1